No. 1
# C4H6N2OS

The molecule C4H6N2OS at a distorted geometry (ωB97M-V/def2-TZVPD, OMol25).

Computed properties:
Frontier orbital gap = 8.61 eV
SMILES = C/N=C(\C)N1SC1=O
Energy above the lowest of the compared OMol25 structures with the same formula, charge and spin = 457.6 kJ/mol

XYZ file:
```
14
Properties=species:S:1:pos:R:3:forces:R:3:nbo_charge:R:1
C -0.00892 -0.36655 0.01325 -1.9 2.3 0.8 0.44
C 2.22709 -1.53960 -0.02334 0.7 0.7 -2.8 0.76
C -0.58626 -0.25857 1.39738 1.0 0.4 0.0 -0.69
C -1.02619 1.63848 -0.94420 -0.4 -0.3 -0.1 -0.44
N 0.93616 -1.36163 -0.02940 1.8 -3.3 -1.8 -0.53
N -0.39643 0.30204 -0.97409 2.0 0.8 -1.2 -0.42
O 3.37913 -1.27543 0.08684 -1.6 -0.2 1.4 -0.47
S 1.38528 -2.41631 -1.60326 -0.3 0.8 1.8 0.01
H -1.60298 -0.57740 1.33200 -0.9 0.0 -0.1 0.24
H -0.55169 0.84462 1.58307 0.0 -1.1 1.0 0.24
H -0.10947 -1.03218 2.05447 -0.1 1.5 0.0 0.24
H -0.61436 2.31449 -0.16480 -0.4 -0.7 0.0 0.19
H -0.93372 2.26293 -1.88162 0.4 -1.4 0.6 0.22
H -2.09765 1.46512 -0.84629 -0.2 0.4 0.4 0.20
```
Forces are in eV/Å.


No. 2
# C4H6N2Rb

A structure of composition C4H6N2Rb at a distorted geometry (ωB97M-V/def2-TZVPD, OMol25).

Computed properties:
Frontier orbital gap = 12.16 eV
Total charge = +1

XYZ file:
```
13
Properties=species:S:1:pos:R:3:forces:R:3:nbo_charge:R:1
Rb -0.13209 -2.96595 -1.05879 0.0 0.0 0.0 0.99
C -3.34093 0.65145 -0.15733 0.0 2.0 -0.2 -0.75
C -3.12150 -0.66807 -0.64832 0.7 -1.7 -1.1 0.35
N -2.95707 -1.72409 -1.09432 0.2 1.0 0.6 -0.42
H -3.17840 0.69303 0.90402 0.0 -0.1 0.6 0.27
H -4.39682 0.88881 -0.33518 0.3 0.2 0.0 0.28
H -2.67451 1.46197 -0.59807 -0.9 -1.3 0.2 0.28
C 3.53180 0.70706 0.70012 0.4 -1.1 -0.7 -0.72
C 2.88808 -0.46465 0.12078 -0.5 -0.7 1.2 0.37
N 2.37102 -1.45403 -0.14617 -0.3 0.0 -0.5 -0.46
H 4.21491 0.95583 -0.10183 0.8 0.6 0.4 0.27
H 3.99489 0.43677 1.67611 -0.3 0.4 -0.9 0.28
H 2.80061 1.48188 0.73898 -0.4 0.7 0.4 0.26
```
Forces are in eV/Å.


No. 3
# C4H6N2S

The molecule C4H6N2S at a distorted geometry (ωB97M-V/def2-TZVPD, OMol25).

Computed properties:
Frontier orbital gap = 8.51 eV
SMILES = Cn1cncc1S
Energy above the lowest of the compared OMol25 structures with the same formula, charge and spin = 137.8 kJ/mol

XYZ file:
```
13
Properties=species:S:1:pos:R:3:forces:R:3:nbo_charge:R:1
C 1.42000 0.13405 -1.52131 1.8 -1.0 -3.6 -0.41
C -0.19481 -1.54773 -0.91119 0.6 -0.5 -0.8 0.17
C -1.19696 -0.73951 0.73999 -0.3 2.6 0.8 -0.10
C -0.22741 0.22633 0.38432 -1.3 -3.7 -0.3 -0.11
H 1.20931 -0.46772 -2.56265 1.1 1.6 2.4 0.21
H 2.54255 -0.04088 -1.21380 -2.3 0.6 -0.4 0.22
H 1.14809 1.17060 -1.76261 0.7 -0.1 0.2 0.22
H 0.22567 -2.24367 -1.60887 -0.1 -0.1 -0.5 0.19
H -1.90485 -0.56886 1.60319 0.7 -0.6 -1.3 0.20
H -0.77253 1.79713 2.01918 1.0 -0.3 -1.1 0.16
N 0.44464 -0.38478 -0.66926 -1.1 0.3 1.6 -0.37
N -1.20203 -1.76823 -0.15100 -0.6 -0.5 1.4 -0.44
S 0.25304 1.68660 1.06978 -0.2 1.9 1.5 0.06
```
Forces are in eV/Å.


No. 4
# C4H6N2S

The molecule C4H6N2S at a distorted geometry (ωB97M-V/def2-TZVPD, OMol25).

Computed properties:
Frontier orbital gap = 8.31 eV
SMILES = C=CC(=S)NN=C
Energy above the lowest of the compared OMol25 structures with the same formula, charge and spin = 255.6 kJ/mol

XYZ file:
```
13
Properties=species:S:1:pos:R:3:forces:R:3:nbo_charge:R:1
C 0.43796 -1.94226 -0.61979 -0.5 -1.0 2.0 -0.30
C 0.74561 -0.87056 -1.31571 1.1 -0.2 -1.4 -0.30
C 0.10429 0.42016 -1.25573 -0.7 1.6 1.5 0.07
C -0.61355 0.99524 2.18752 0.8 -0.4 -1.8 -0.13
H 1.08207 -2.83317 -0.71869 -0.7 0.4 -0.1 0.21
H -0.35191 -1.93095 0.20139 1.2 -0.1 -1.4 0.22
H 1.52803 -0.93652 -2.10934 -0.7 0.1 0.8 0.24
H -0.89298 1.79581 -0.18366 -0.2 0.7 0.3 0.39
H -0.57375 0.55599 3.17247 0.1 -0.1 -0.1 0.20
H -0.81553 2.05005 2.04586 -0.5 0.2 0.3 0.15
N -0.43773 0.91160 -0.06854 0.9 -1.8 -0.1 -0.43
N -0.27908 0.29907 1.15222 -0.9 0.6 0.8 -0.22
S 0.06656 1.48554 -2.48800 0.0 0.0 -0.9 -0.10
```
Forces are in eV/Å.


No. 5
# C4H6N2S

The molecule C4H6N2S at a distorted geometry (ωB97M-V/def2-TZVPD, OMol25).

Computed properties:
Frontier orbital gap = 9.44 eV
SMILES = Cc1nccn1S
Energy above the lowest of the compared OMol25 structures with the same formula, charge and spin = 90.8 kJ/mol

XYZ file:
```
13
Properties=species:S:1:pos:R:3:forces:R:3:nbo_charge:R:1
C -0.82054 -0.83210 -1.51466 -0.3 0.7 0.5 -0.66
C -0.45382 0.02184 -0.29063 -1.0 -1.2 -1.1 0.36
C -0.58485 1.38237 1.38026 0.3 -0.6 -1.3 -0.10
C 0.69075 0.89477 1.36493 -0.8 0.9 0.4 -0.10
H -0.78422 -1.93612 -1.42799 -0.2 0.7 0.4 0.23
H -1.77733 -0.46658 -1.92197 0.0 -0.5 0.7 0.25
H -0.17581 -0.58236 -2.31902 1.1 0.1 -0.7 0.22
H -1.03402 2.18369 1.93342 0.0 -0.1 0.4 0.21
H 1.54414 1.12967 1.93587 0.7 0.1 0.6 0.22
H 1.79073 -1.86195 0.47226 0.5 -0.3 -0.2 0.11
N -1.28597 0.80517 0.31927 -0.2 0.5 0.6 -0.46
N 0.77270 0.03368 0.31010 -0.7 0.3 -0.5 -0.52
S 2.11823 -0.77207 -0.24185 0.5 -0.7 0.2 0.24
```
Forces are in eV/Å.


No. 6
# C4H6N2S

The molecule C4H6N2S at a distorted geometry (ωB97M-V/def2-TZVPD, OMol25).

Computed properties:
Frontier orbital gap = 8.49 eV
SMILES = C=CC1=NNSC1
Energy above the lowest of the compared OMol25 structures with the same formula, charge and spin = 376.1 kJ/mol

XYZ file:
```
13
Properties=species:S:1:pos:R:3:forces:R:3:nbo_charge:R:1
C 2.20371 -0.41343 -0.13666 4.9 -2.3 1.0 -0.35
C 1.22691 0.44176 -0.05658 1.5 1.4 0.0 -0.27
C -0.15349 0.38851 0.03978 -1.2 -4.9 0.1 0.16
C -0.84902 -0.99581 0.13409 1.0 -0.6 0.4 -0.61
H 3.30615 0.09166 -0.43670 -3.1 -1.7 1.1 0.21
H 2.28936 -1.49422 0.34251 -0.6 2.1 -1.8 0.21
H 1.60327 1.41809 -0.06623 0.1 1.7 -0.7 0.22
H -2.85180 1.73002 -0.52527 1.8 -1.4 1.3 0.39
H -0.30261 -1.82924 -0.51452 -1.5 1.8 1.2 0.25
H -0.74321 -1.22152 1.22352 0.0 -0.5 -0.8 0.23
N -0.86326 1.38639 0.01805 -3.6 2.9 -0.3 -0.18
N -2.25080 1.10233 0.12469 -0.3 1.6 -1.0 -0.59
S -2.61522 -0.60454 -0.14667 1.0 -0.2 -0.4 0.33
```
Forces are in eV/Å.


No. 7
# C4H6N3

The ion C4H6N3 with charge +1 at a distorted geometry (ωB97M-V/def2-TZVPD, OMol25).

Computed properties:
Frontier orbital gap = 9.08 eV
SMILES = C#[N+]/C=N\N=C/C
Energy above the lowest of the compared OMol25 structures with the same formula, charge and spin = 330.7 kJ/mol
Total charge = +1

XYZ file:
```
13
Properties=species:S:1:pos:R:3:forces:R:3:nbo_charge:R:1
C -3.02847 -1.11470 0.01250 0.3 2.1 0.0 0.46
C -2.39294 1.13318 -0.02094 0.6 0.9 0.1 0.22
C 0.54834 -0.61718 -0.10653 -1.0 0.2 0.1 0.29
C 1.64152 0.34106 -0.00401 0.4 0.5 0.0 -0.72
N -1.15994 0.89698 -0.09432 0.8 1.2 0.0 -0.16
N -0.72096 -0.36057 -0.12215 -0.8 -1.6 0.0 -0.34
N -3.26644 0.03916 0.04678 -0.2 -2.6 0.0 -0.30
H -3.15366 -2.16682 0.00688 0.0 -0.6 0.0 0.28
H -2.81489 2.12297 0.00966 0.0 0.0 0.0 0.25
H 0.77950 -1.67555 -0.13808 0.0 -0.1 0.0 0.22
H 2.06345 0.26800 1.00519 0.0 0.0 0.0 0.28
H 1.31954 1.36348 -0.17594 0.0 0.0 0.0 0.26
H 2.44766 0.06812 -0.68552 0.0 0.0 0.0 0.27
```
Forces are in eV/Å.


No. 8
# C4H6N3

A structure of composition C4H6N3 at a distorted geometry (ωB97M-V/def2-TZVPD, OMol25).

Computed properties:
Frontier orbital gap (alpha / beta) = 7.22 / 6.43 eV
2S+1 = 3
Energy above the lowest of the compared OMol25 structures with the same formula, charge and spin = 447.3 kJ/mol
Total charge = +1
<S²> = 2.06

XYZ file:
```
13
Properties=species:S:1:pos:R:3:forces:R:3:lowdin_spin:R:1
C -3.93276 0.81336 -0.04817 -1.1 1.2 -0.8 0.26
C -2.92908 0.15729 -0.07729 0.4 -0.4 1.0 0.05
C -1.82965 -0.49900 0.27405 2.1 -0.9 -0.9 0.25
C 2.30209 0.32092 -0.31682 0.2 1.3 -1.4 0.11
N -0.76322 -1.03716 0.18846 -2.2 -0.6 -0.1 0.02
N 1.26768 0.36542 0.63733 1.0 0.1 -2.0 0.85
N 0.41737 -1.29816 0.42408 0.9 -2.0 -1.8 0.36
H -4.72112 1.51351 -0.23495 -0.1 -0.2 0.3 0.01
H 1.92001 0.10130 -1.33387 -0.1 -0.7 0.6 0.01
H 2.56404 1.35555 -0.57221 0.5 0.4 0.5 0.05
H 3.24043 -0.21366 -0.10990 -0.3 0.1 0.4 0.02
H 1.47791 0.24105 1.57697 0.9 0.5 2.3 0.03
H 0.98629 -1.82042 -0.40769 -2.0 1.5 2.0 -0.01
```
Forces are in eV/Å.


No. 9
# C4H6N3O

The ion C4H6N3O with charge +1 at a distorted geometry (ωB97M-V/def2-TZVPD, OMol25).

Computed properties:
Frontier orbital gap = 7.48 eV
SMILES = [NH+]#C/C=C\C(O)=N\N
Energy above the lowest of the compared OMol25 structures with the same formula, charge and spin = 233.3 kJ/mol
Total charge = +1

XYZ file:
```
14
Properties=species:S:1:pos:R:3:forces:R:3:nbo_charge:R:1
C 1.39746 -1.27372 -0.03364 -0.1 -1.7 -0.5 -0.46
C 0.04769 -1.46799 -0.10483 0.2 2.0 0.8 0.03
C 2.03379 -0.08742 -0.00849 -1.3 0.4 0.0 0.66
C -0.96093 -0.44519 -0.02028 0.4 -1.0 -1.0 0.35
N 2.62078 0.89745 -0.07954 1.2 0.9 0.1 -0.47
N -0.51056 0.74326 -0.17757 -1.1 0.9 0.5 -0.17
N -1.28357 1.80799 0.00083 -1.1 0.4 -0.1 -0.56
O -2.25936 -0.94837 -0.08198 1.2 1.2 0.7 -0.66
H 2.19857 -2.00932 -0.12070 -0.7 -0.7 -0.1 0.30
H -0.47717 -2.35615 -0.12545 0.0 -2.6 -0.2 0.25
H 3.33620 1.34648 0.45353 0.3 0.7 0.1 0.47
H -2.75605 -0.57387 0.65090 -0.5 -0.1 0.1 0.50
H -2.27831 1.81780 0.29415 0.8 -0.9 -0.4 0.38
H -1.10855 2.54906 -0.64692 0.6 0.5 0.0 0.40
```
Forces are in eV/Å.


No. 10
# C4H6N4

The molecule C4H6N4 at a distorted geometry (ωB97M-V/def2-TZVPD, OMol25).

Computed properties:
Frontier orbital gap = 9.73 eV
SMILES = [H]/N=C\N/C(C#N)=N\C
Energy above the lowest of the compared OMol25 structures with the same formula, charge and spin = 229.6 kJ/mol

XYZ file:
```
14
Properties=species:S:1:pos:R:3:forces:R:3:nbo_charge:R:1
C -1.69278 -0.27012 -1.63226 0.1 -0.4 -1.8 -0.49
C -0.48157 -0.18071 0.40049 -1.9 0.3 -1.2 0.30
C 1.97936 0.31831 0.47734 2.9 -0.3 1.6 0.26
C -0.58573 -0.09867 1.80207 0.5 -0.8 3.6 0.24
H -2.68826 -0.49806 -2.15698 1.2 0.1 1.6 0.23
H -1.47171 0.76636 -2.02133 0.0 -0.7 0.8 0.20
H -0.95796 -0.94580 -2.19589 -0.7 0.7 0.9 0.19
H 0.70874 0.12518 -1.13445 0.5 0.0 -1.0 0.41
H 2.81746 0.22616 -0.29744 -1.2 0.3 1.1 0.17
H 1.46096 0.54813 2.36984 2.2 -0.3 -1.4 0.36
N -1.64253 -0.39887 -0.15004 1.5 0.7 -1.5 -0.38
N 0.75907 0.08454 -0.14953 -1.4 0.0 0.7 -0.61
N 2.34628 0.47601 1.72584 -3.3 0.1 -1.7 -0.63
N -0.55132 -0.15247 2.96234 -0.4 0.3 -1.6 -0.26
```
Forces are in eV/Å.